[1]
14
Properties=species:S:1:pos:R:3 method="wB97M-V/def2-TZVPD" homo_energy_ev=-9.14 energy_ev=-18169.5215 smiles="O=CO.CCS" orbital_gap_ev=9.76 mol_weight_g_mol=108.2 max_force_ev_per_a=3.94
O 4.457 3.723 1.703
C 4.600 2.895 2.543
O 3.876 1.767 2.792
H 5.086 2.913 3.569
H 3.272 1.775 2.044
C -2.026 -0.585 -1.216
C -2.540 -1.750 -1.933
S -2.277 -3.533 -1.308
H -1.198 -0.898 -0.570
H -1.879 0.277 -1.920
H -2.695 0.098 -0.684
H -2.303 -1.799 -3.023
H -3.598 -1.671 -1.845
H -2.775 -3.212 -0.151

***

[2]
83
Properties=species:S:1:pos:R:3 method="wB97M-V/def2-TZVPD" homo_energy_ev=-8.44 energy_ev=-139127.4567 orbital_gap_ev=7.07 mol_weight_g_mol=790.0 max_force_ev_per_a=3.05
Cd -0.212 -2.339 5.082
C -0.939 1.962 3.530
C -1.187 0.981 2.659
C -0.661 0.881 1.252
C 0.623 0.029 1.102
C 1.708 0.248 2.119
C 1.961 1.395 2.758
C 1.293 2.713 2.492
C 0.093 3.043 3.409
C 1.840 -1.738 5.244
H -1.538 2.013 4.441
H -1.829 0.146 2.962
H -0.539 1.869 0.778
H -1.452 0.353 0.691
H 0.311 -1.028 1.145
H 1.033 0.169 0.085
H 2.335 -0.633 2.305
H 2.732 1.431 3.541
H 0.971 2.797 1.446
H 2.044 3.494 2.695
H 0.448 3.283 4.425
H -0.367 3.979 3.049
H 1.948 -1.193 6.193
H 2.151 -1.086 4.424
H 2.468 -2.639 5.299
P 1.564 -1.163 -4.194
P -1.436 -0.656 -3.853
N 3.013 -0.184 -4.081
N 2.382 -2.405 -5.177
N -1.742 1.060 -3.571
N -3.115 -1.016 -4.216
C 0.730 -0.230 -5.574
C -0.783 -0.519 -5.588
C 3.402 0.453 -2.892
C 4.441 1.323 -3.179
C 4.709 1.230 -4.587
C 3.818 0.305 -5.115
C 2.543 -3.713 -4.695
C 2.978 -4.523 -5.736
C 3.110 -3.694 -6.900
C 2.754 -2.404 -6.522
C -1.554 1.641 -2.310
C -1.650 3.019 -2.433
C -1.907 3.309 -3.812
C -1.970 2.094 -4.480
C -4.041 -0.305 -4.993
C -5.139 -1.121 -5.239
C -4.884 -2.384 -4.600
C -3.647 -2.298 -3.985
H 1.154 -0.472 -6.558
H 0.930 0.838 -5.389
H -1.305 0.237 -6.191
H -0.998 -1.498 -6.047
H 2.887 0.214 -1.974
H 4.962 1.951 -2.471
H 5.464 1.765 -5.143
H 3.683 -0.027 -6.133
H 2.313 -3.927 -3.663
H 3.170 -5.585 -5.679
H 3.411 -4.001 -7.892
H 2.725 -1.500 -7.112
H -1.372 1.002 -1.457
H -1.546 3.740 -1.632
H -2.025 4.283 -4.266
H -2.163 1.890 -5.525
H -3.842 0.706 -5.306
H -6.016 -0.845 -5.803
H -5.540 -3.242 -4.597
H -3.071 -3.009 -3.414
Br -1.244 2.635 7.870
C -1.507 1.152 8.996
C -1.652 1.381 10.374
C -1.767 0.309 11.267
C -1.726 -1.000 10.780
C -1.627 -1.226 9.412
C -1.521 -0.177 8.489
C -1.302 -0.596 7.052
O -1.329 -1.898 6.920
O -1.055 0.189 6.115
H -1.660 2.395 10.762
H -1.873 0.489 12.333
H -1.772 -1.869 11.444
H -1.596 -2.254 9.046